# 1
{
  "formula": "C9H21I2O3P2Sc",
  "method": "ωB97M-V/def2-TZVPD",
  "charge": 2,
  "lumo_energy_ev": [-10.949, -10.928],
  "symbols": ["I", "I", "Sc", "P", "P", "O", "O", "O", "C", "C", "C", "C", "C", "C", "C", "C", "C", "H", "H", "H", "H", "H", "H", "H", "H", "H", "H", "H", "H", "H", "H", "H", "H", "H", "H", "H", "H", "H"],
  "positions_angstrom": [[-0.410, 1.975, -2.472], [0.282, -1.114, -3.476], [0.017, -0.393, -0.779], [-2.564, 0.231, -0.433], [2.550, 0.340, -0.426], [-0.045, 3.101, 0.404], [0.002, -0.142, 1.934], [0.031, -2.023, 0.739], [3.407, -0.776, 0.690], [-3.440, 1.770, -0.038], [3.384, 1.891, -0.010], [-3.390, -0.895, 0.683], [0.021, -1.412, 1.899], [0.034, -2.207, 3.216], [3.283, -0.078, -2.037], [-3.249, -0.209, -2.056], [-0.006, 2.069, -0.134], [3.125, 2.176, 1.023], [3.138, 2.686, -0.729], [0.925, -1.939, 3.828], [2.995, -1.774, 0.544], [0.053, -3.298, 3.028], [-4.452, -0.936, 0.443], [-4.336, -0.251, -1.951], [-4.514, 1.532, -0.086], [-3.216, 2.570, -0.759], [3.247, -0.402, 1.702], [-3.023, 0.568, -2.793], [-0.867, -1.971, 3.826], [-3.196, 2.073, 0.995], [-2.849, -1.181, -2.373], [4.465, 1.687, -0.056], [4.473, -0.791, 0.465], [-2.945, -1.878, 0.536], [4.369, -0.111, -1.931], [3.031, 0.695, -2.770], [-3.243, -0.511, 1.692], [2.913, -1.069, -2.341]],
  "lowdin_charge": [0.95, 0.69, 0.28, 0.69, 0.74, 0.15, -0.06, -0.16, -0.23, -0.23, -0.23, -0.23, -0.63, 0.03, -0.31, -0.29, -0.50, 0.07, 0.06, 0.10, 0.06, 0.10, 0.07, 0.07, 0.08, 0.05, 0.07, 0.01, 0.10, 0.07, 0.03, 0.08, 0.07, 0.06, 0.07, 0.05, 0.07, -0.01]
}


# 2
{
  "formula": "C9H21INO2P2Sn",
  "method": "ωB97M-V/def2-TZVPD",
  "charge": 3,
  "lumo_energy_ev": [-13.692, -13.692],
  "symbols": ["I", "Sn", "P", "P", "O", "O", "N", "C", "C", "C", "C", "C", "C", "C", "C", "C", "H", "H", "H", "H", "H", "H", "H", "H", "H", "H", "H", "H", "H", "H", "H", "H", "H", "H", "H", "H", "H"],
  "positions_angstrom": [[-0.738, 0.113, -3.849], [0.000, 0.000, 0.000], [0.159, -2.304, 0.196], [0.129, 2.310, -0.146], [-2.952, -0.054, -0.478], [0.000, 0.000, 4.586], [0.000, 0.000, 2.000], [1.298, -3.070, -1.017], [0.830, -2.860, 1.807], [-1.797, -0.033, -0.291], [-1.379, -3.283, 0.014], [-1.422, 3.231, -0.465], [0.000, 0.000, 3.316], [0.794, 3.105, 1.364], [1.256, 2.904, -1.462], [-0.202, -0.021, -5.936], [2.266, -2.571, -0.934], [-1.854, 2.896, -1.412], [1.410, -4.144, -0.831], [2.232, 2.437, -1.307], [0.916, 4.185, 1.222], [1.789, -2.359, 1.965], [0.112, 2.920, 2.199], [-0.713, 0.789, -6.450], [-2.101, -2.968, 0.773], [0.869, 2.591, -2.435], [-0.534, -0.995, -6.289], [-2.140, 3.020, 0.332], [-1.179, -4.354, 0.125], [-1.814, -3.095, -0.971], [0.144, -2.562, 2.605], [0.878, 0.082, -5.996], [1.352, 3.995, -1.437], [0.908, -2.911, -2.026], [1.758, 2.645, 1.593], [-1.237, 4.309, -0.511], [0.965, -3.947, 1.825]],
  "lowdin_charge": [0.78, 0.87, 0.75, 0.74, 0.32, 0.17, -0.14, -0.19, -0.18, -0.25, -0.17, -0.17, -0.20, -0.18, -0.20, -0.43, 0.07, 0.07, 0.09, 0.07, 0.10, 0.08, 0.07, 0.03, 0.08, 0.02, 0.02, 0.08, 0.10, 0.07, 0.06, 0.02, 0.10, 0.06, 0.08, 0.10, 0.10]
}


# 3
{
  "formula": "C9H21InN3O3",
  "method": "ωB97M-V/def2-TZVPD",
  "charge": 3,
  "lumo_energy_ev": -16.296,
  "symbols": ["In", "O", "O", "O", "N", "N", "N", "C", "C", "C", "C", "C", "C", "C", "C", "C", "H", "H", "H", "H", "H", "H", "H", "H", "H", "H", "H", "H", "H", "H", "H", "H", "H", "H", "H", "H", "H"],
  "positions_angstrom": [[-2.128, 2.094, 1.557], [-0.036, 0.272, 0.533], [0.653, 2.626, 2.354], [-3.014, -0.485, 0.402], [-3.388, -1.111, -1.640], [2.291, 4.004, 1.550], [-0.050, -0.810, -1.383], [0.457, -0.591, -0.161], [3.648, 4.415, 1.303], [1.876, 2.854, 2.206], [-3.176, -1.443, -0.388], [-2.984, -2.914, 0.071], [2.837, 1.921, 2.907], [1.633, -1.494, 0.290], [-3.884, -2.140, -2.591], [0.347, -1.853, -2.350], [-2.752, -3.010, 1.131], [2.429, 0.939, 3.146], [0.850, -2.738, -1.960], [3.484, 5.452, 1.007], [3.792, 1.989, 2.386], [-4.155, -1.663, -3.533], [2.936, 2.326, 3.914], [-0.517, -2.118, -2.960], [2.185, -1.645, -0.638], [1.433, -2.510, 0.630], [-0.710, -0.118, -1.709], [-2.110, -3.196, -0.517], [-3.737, -3.674, -0.137], [1.053, -1.499, -3.101], [4.135, 3.912, 0.468], [2.206, -1.033, 1.094], [-3.465, -0.133, -1.879], [1.635, 4.578, 1.041], [-4.895, -2.524, -2.453], [4.300, 4.278, 2.166], [-3.182, -2.958, -2.753]],
  "lowdin_charge": [1.24, 0.02, -0.03, -0.04, 0.11, 0.14, 0.13, -0.45, 0.02, -0.39, -0.46, 0.07, 0.05, 0.07, 0.01, 0.01, 0.11, 0.11, 0.11, 0.13, 0.10, 0.11, 0.12, 0.10, 0.09, 0.11, 0.16, 0.09, 0.11, 0.13, 0.14, 0.09, 0.17, 0.17, 0.13, 0.13, 0.11]
}


# 4
{
  "formula": "C9H21N3",
  "method": "ωB97M-V/def2-TZVPD",
  "charge": 2,
  "lumo_energy_ev": [-6.932, -10.840],
  "spin_multiplicity": 3,
  "symbols": ["N", "N", "N", "C", "C", "C", "C", "C", "C", "C", "C", "C", "H", "H", "H", "H", "H", "H", "H", "H", "H", "H", "H", "H", "H", "H", "H", "H", "H", "H", "H", "H", "H"],
  "positions_angstrom": [[-1.088, -1.045, -0.558], [-2.129, 0.738, 1.089], [-0.240, -3.206, -0.323], [1.628, -3.819, 1.042], [-0.204, -1.970, -0.772], [0.913, 4.387, -0.952], [-0.245, 1.857, 0.093], [-0.837, 2.513, -1.034], [-0.232, 3.691, -1.596], [-0.817, 0.827, 0.876], [0.831, -4.143, -0.171], [0.195, 0.106, 1.774], [1.132, 0.009, 1.081], [-2.841, 1.230, 0.464], [0.947, 5.392, -1.270], [2.403, -4.543, 1.175], [-0.028, 3.557, -2.643], [-0.101, -0.884, 2.009], [1.603, -4.023, -1.069], [0.523, -5.251, -0.089], [0.799, -1.767, -1.142], [-2.065, -1.280, -0.360], [2.204, -2.899, 0.818], [-1.092, -3.629, 0.086], [0.886, 4.632, 0.096], [0.519, 0.551, 2.723], [-0.923, -0.209, -1.130], [-1.732, 2.119, -1.489], [-1.065, 4.439, -1.592], [-2.461, 0.075, 1.705], [1.006, -3.660, 1.859], [0.725, 2.294, 0.402], [1.787, 3.912, -1.100]],
  "lowdin_charge": [0.15, 0.21, 0.06, -0.08, -0.12, -0.08, 0.06, -0.01, -0.23, -0.38, -0.24, 0.00, 0.13, 0.18, 0.09, 0.09, 0.14, 0.06, 0.18, 0.17, 0.18, 0.16, 0.09, 0.19, 0.10, 0.11, 0.13, 0.12, 0.17, 0.11, 0.06, 0.16, 0.05]
}


# 5
{
  "formula": "C9H21N3O3",
  "method": "ωB97M-V/def2-TZVPD",
  "charge": 2,
  "lumo_energy_ev": [-5.978, -8.296],
  "spin_multiplicity": 3,
  "symbols": ["O", "O", "O", "N", "N", "N", "C", "C", "C", "C", "C", "C", "C", "C", "C", "H", "H", "H", "H", "H", "H", "H", "H", "H", "H", "H", "H", "H", "H", "H", "H", "H", "H", "H", "H", "H"],
  "positions_angstrom": [[1.578, 1.436, 0.655], [-2.018, -0.578, 0.444], [1.043, -1.370, 0.231], [-4.012, 0.400, -0.205], [3.572, 0.017, 0.453], [-0.384, 2.877, -1.146], [4.955, -0.051, -0.078], [2.780, 1.233, 0.066], [-0.541, 1.902, -0.510], [-2.703, 0.643, 0.462], [-1.493, -2.317, -1.167], [0.222, -0.496, -0.486], [-1.249, -0.888, -0.702], [-3.082, 0.999, 1.994], [0.184, 0.905, 0.257], [5.557, 0.915, 0.051], [3.694, -0.030, 1.452], [-4.016, 1.392, 1.890], [0.816, -0.537, -1.417], [-0.343, 0.654, 1.247], [-1.516, -0.161, -1.625], [-4.637, 1.152, -0.497], [-1.802, -2.874, -0.375], [-3.106, 0.146, 2.668], [3.346, 2.166, 0.446], [0.836, -1.550, 1.144], [5.578, -0.817, 0.311], [-2.314, 1.636, 2.394], [-0.955, 3.485, -1.553], [-4.153, -0.120, -1.178], [-2.293, -2.301, -1.906], [2.790, 1.325, -1.008], [-0.711, -2.737, -1.880], [3.045, -0.815, 0.280], [-4.758, -0.119, 0.304], [4.841, -0.350, -1.221]],
  "lowdin_charge": [-0.06, -0.06, 0.00, 0.20, 0.03, 0.26, 0.00, -0.20, -0.11, -0.19, 0.01, -0.27, -0.34, 0.06, -0.15, 0.14, 0.18, 0.04, 0.18, 0.17, 0.19, 0.17, 0.06, 0.11, 0.19, 0.12, 0.08, 0.09, 0.04, 0.24, 0.08, 0.15, 0.14, 0.13, 0.19, 0.15]
}


# 6
{
  "formula": "C9H21N3O3Sn",
  "method": "ωB97M-V/def2-TZVPD",
  "charge": 2,
  "lumo_energy_ev": -11.887,
  "symbols": ["Sn", "O", "O", "O", "N", "N", "N", "C", "C", "C", "C", "C", "C", "C", "C", "C", "H", "H", "H", "H", "H", "H", "H", "H", "H", "H", "H", "H", "H", "H", "H", "H", "H", "H", "H", "H", "H"],
  "positions_angstrom": [[22.441, -12.100, -13.058], [19.707, -7.573, -11.032], [27.720, -13.775, -13.936], [25.839, -10.347, -9.103], [29.682, -13.860, -15.133], [27.204, -10.687, -7.366], [17.729, -6.768, -10.513], [19.056, -6.750, -10.474], [16.911, -7.485, -11.504], [19.565, -5.814, -9.477], [29.356, -15.150, -13.002], [25.380, -9.016, -7.187], [29.366, -12.792, -16.105], [28.109, -11.573, -8.002], [26.169, -10.051, -7.975], [28.839, -14.155, -14.063], [20.604, -5.499, -9.569], [19.053, -4.875, -9.686], [24.923, -8.413, -7.972], [16.710, -8.516, -11.212], [28.648, -15.257, -12.180], [30.296, -14.847, -12.541], [28.563, -12.154, -15.735], [28.163, -12.507, -7.442], [29.030, -11.024, -8.199], [29.452, -16.155, -13.413], [17.279, -7.484, -12.530], [29.047, -13.216, -17.057], [15.970, -6.935, -11.480], [30.665, -14.089, -15.170], [24.575, -9.448, -6.592], [27.773, -11.812, -9.011], [19.335, -6.103, -8.451], [27.574, -10.432, -6.461], [17.245, -6.007, -10.057], [25.968, -8.383, -6.523], [30.317, -12.264, -16.177]],
  "lowdin_charge": [1.56, 0.08, 0.06, 0.06, 0.01, 0.03, 0.02, -0.62, -0.05, 0.00, 0.00, 0.01, -0.06, -0.07, -0.52, -0.54, 0.09, 0.09, 0.08, 0.08, 0.07, 0.08, 0.07, 0.10, 0.10, 0.08, 0.09, 0.08, 0.09, 0.14, 0.09, 0.08, 0.10, 0.15, 0.14, 0.09, 0.09]
}


Number 1: DFT total energy -2619.54065 Eh. Number 2: DFT total energy -1754.20161 Eh. Number 3: DFT total energy -934.40530 Eh. Number 4: DFT total energy -519.01304 Eh. Number 5: DFT total energy -744.64686 Eh. Number 6: DFT total energy -959.02605 Eh.